Here is a molecular structure, C53H44N4O4PS2SiSr from OMol25. Energies are from wB97M-V/def2-TZVPD.

```
! wB97M-V def2-TZVPD RIJCOSX def2/J DEFGRID3
* xyz -1 1
Sr -0.005 -0.057 0.030
S -0.305 0.087 2.876
S -7.934 -0.598 -2.757
P -0.055 3.401 -1.213
Si -0.162 -3.011 -0.877
O 0.300 0.839 -1.933
O -0.207 -1.108 3.665
O -1.421 0.164 1.893
O 1.314 0.995 -3.937
N -2.829 0.400 -1.339
N -7.623 -0.358 -0.160
N 0.968 0.488 2.068
N 2.636 -0.002 -0.014
C 0.140 2.888 -2.985
C 1.693 3.327 -0.636
C 0.073 -5.084 1.249
C 2.794 -5.403 -2.749
C -3.240 -5.078 -2.926
C 4.290 3.301 0.417
C -0.712 7.996 -1.737
C -2.438 -3.327 -4.360
C -0.978 3.740 4.411
C 1.911 3.405 0.739
C 5.058 -0.441 2.769
C -0.659 -4.027 0.690
C 3.188 -0.058 1.247
C 2.827 -0.044 3.629
C -3.595 0.760 -0.308
C -0.861 2.687 3.521
C -0.498 1.168 5.370
C 2.311 0.117 2.379
C -0.610 1.405 4.009
C -5.578 -0.066 -1.362
C -0.219 5.246 -1.392
C -4.966 0.546 -0.278
C -1.427 -3.641 -2.153
C 0.706 6.197 -0.971
C 4.088 3.226 -0.957
C 0.650 1.432 -3.010
C -1.651 7.060 -2.157
C 4.796 -0.408 -0.946
C 2.620 -3.648 -0.625
C 5.351 -0.493 0.289
C -3.429 -0.179 -2.377
C 3.197 3.396 1.268
C 1.577 -4.803 -2.430
C -7.071 -0.347 -1.381
C -3.308 -4.388 -4.132
C 0.461 7.558 -1.141
C -2.310 -4.710 -1.957
C 3.403 -0.167 -1.057
C -1.523 -2.961 -3.378
C 3.838 -4.243 -0.928
C 3.931 -5.125 -2.001
C -0.315 -5.701 2.437
C -1.461 -5.286 3.103
C -4.791 -0.424 -2.439
C 2.800 3.245 -1.479
C 4.547 -0.325 1.446
C 4.208 -0.318 3.824
C -1.811 -3.634 1.390
C -0.849 3.516 5.780
C -2.217 -4.249 2.568
C -1.406 5.706 -1.977
C 1.453 -3.909 -1.361
C -0.622 2.235 6.256
H 2.850 -6.094 -3.584
H -2.273 -5.265 -1.025
H -8.594 -0.618 -0.096
H -2.157 4.990 -2.296
H -1.168 4.739 4.037
H 0.801 3.545 -3.549
H -2.477 -2.783 -5.298
H -1.756 -5.757 4.034
H -0.542 2.057 7.321
H -0.851 2.910 -3.445
H -5.519 0.891 0.586
H 1.063 3.455 1.413
H -3.109 -3.905 3.082
H -5.229 -0.905 -3.303
H 1.634 5.882 -0.508
H 2.177 0.039 4.490
H 1.200 8.276 -0.807
H 6.409 -0.702 0.409
H -7.052 -0.425 0.663
H -0.897 9.055 -1.872
H 4.878 -5.588 -2.250
H -0.928 4.345 6.473
H 0.705 -5.039 -3.032
H -0.979 2.851 2.455
H 4.716 -4.010 -0.334
H 4.582 -0.426 4.834
H -4.034 -4.672 -4.885
H -3.103 1.226 0.537
H -2.411 -2.810 1.005
H 2.574 -2.965 0.224
H 0.283 -6.510 2.842
H -2.786 -0.476 -3.196
H 3.338 3.435 2.341
H 0.967 -5.436 0.747
H -0.860 -2.119 -3.568
H 2.670 3.162 -2.551
H -2.575 7.383 -2.621
H 2.917 -0.130 -2.030
H -0.323 0.159 5.719
H -3.914 -5.907 -2.740
H 5.294 3.270 0.823
H 6.112 -0.642 2.919
H 5.386 -0.537 -1.843
H 4.936 3.143 -1.627
*
```

Summary:
Lowest unoccupied orbital energy (eV): 1.548
Energy (eV): -109504.2262
Relative energy (zero: lowest compared OMol25 entry of this formula, charge and spin) (kcal per mole): 6.3
Gap between HOMO and LUMO (hartree): 0.1981

Atomic partial charges in e from the Löwdin method, atoms 1 to 4: atom 1 (Sr): 1.27, atom 2 (S): 0.53, atom 3 (S): 0.65, atom 4 (P): 1.08